No. 1
Computed, not measured: C34H34BBaN14O2S as an isolated structure, with wB97M-V/def2-TZVPD.

Values from the calculation:
- DFT total energy: -2681.79265 Eh
- Spin multiplicity: 2
- HOMO (alpha / beta): -7.10 / -7.87 eV
- Frontier orbital gap (alpha / beta): 0.2747 / 0.2256 Eh
- Energy relative to the best compared isomer or geometry (same formula, charge and spin): 14.8 kcal per mole
- Total charge: 0
- LUMO (alpha / beta): 0.4 / -1.7 eV

Element x y z (Å)
1 Ba -0.3734 0.2067 -0.2564
2 S 2.5699 -0.7789 -2.9583
3 O 0.3856 -3.0325 3.0404
4 O -0.2993 -0.9946 -2.3057
5 N 1.1681 1.7707 -1.8946
6 N 1.9332 -2.6544 1.4097
7 N 1.3565 0.4847 1.7584
8 N -1.0616 1.8248 2.7216
9 N 0.9325 0.3084 3.0361
10 N -1.4508 -0.7257 2.9216
11 N -1.7531 -1.0525 1.6415
12 N -1.7123 2.0261 -2.0539
13 N -0.0110 0.4041 5.9011
14 N -1.4581 1.9943 1.4384
15 N -0.8631 0.6436 4.8821
16 N -0.0375 -0.9167 -3.5806
17 N 3.5192 -2.3433 -0.1927
18 N 2.5519 -3.4020 3.5821
19 C -0.7029 0.5922 7.0112
20 C 2.4535 1.6988 -2.3020
21 C 0.3715 -0.6936 -6.3011
22 C -1.7339 3.2848 1.3006
23 C 3.8494 -3.4185 3.2206
24 C -0.9188 2.5759 -2.8920
25 C 1.4322 -0.6956 -5.4283
26 C 2.6785 0.4103 1.7856
27 C -0.9203 -0.7935 -5.7889
28 C -4.4340 0.8140 -5.3988
29 C 4.2371 -3.0961 1.9691
30 C -1.9963 -1.6304 3.7634
31 C -2.0889 0.9719 5.3618
32 C 2.1339 -3.7005 4.9424
33 C -3.7981 1.4126 -3.1497
34 C -2.4975 -2.1491 1.7054
35 C 1.2534 -0.8126 -4.0396
36 C -2.6929 -2.5558 3.0246
37 C -4.7934 -0.7399 -3.6040
38 C 1.3869 2.7135 -3.9784
39 C 1.5406 -3.0213 2.6583
40 C -1.0769 3.0124 3.3653
41 C -3.1337 2.3563 -2.1750
42 C 3.1995 -2.7038 1.0646
43 C -2.0328 0.9556 6.7317
44 C -4.8784 -0.4232 -4.9532
45 C 3.1408 0.1731 3.0821
46 C -3.8997 1.7272 -4.5002
47 C 1.9948 0.1173 3.8465
48 C 2.6290 2.2871 -3.5954
49 C -1.5090 3.9825 2.4898
50 C 0.5024 2.3537 -2.9101
51 C -1.0875 -0.8964 -4.4339
52 C -4.2551 0.1741 -2.7093
53 B -0.5789 0.4809 3.3657
54 H -3.2723 3.3976 -2.4834
55 H 4.4654 -2.3919 -0.5196
56 H -4.5106 1.0739 -6.4471
57 H 4.1568 0.0645 3.4203
58 H -4.1870 -0.0719 -1.6552
59 H -2.8578 -2.6047 0.7950
60 H -5.3016 -1.1324 -5.6529
61 H -1.7935 -0.7779 -6.4244
62 H 2.4490 -0.6027 -5.7793
63 H 3.2356 1.4211 -1.6115
64 H -1.2963 3.2570 -3.6646
65 H -3.5631 2.6947 -4.8543
66 H -0.2233 0.4625 7.9685
67 H -1.8403 -1.5768 4.8256
68 H 5.2755 -3.1175 1.6761
69 H 1.9636 -2.7805 5.5041
70 H -1.6403 5.0319 2.6858
71 H 2.7906 -2.1019 -0.8491
72 H -3.5917 2.2333 -1.1922
73 H -2.8281 1.1708 7.4238
74 H -2.0488 -0.9521 -3.9460
75 H 1.8535 -0.0181 4.9025
76 H 3.2391 0.5134 0.8687
77 H -5.1488 -1.6981 -3.2471
78 H 4.5548 -3.7099 3.9883
79 H 0.5397 -0.6051 -7.3658
80 H -2.0679 3.6589 0.3448
81 H 3.5579 2.3596 -4.1372
82 H 1.2002 -4.2536 4.9085
83 H -3.2262 -3.4161 3.3877
84 H -0.7827 3.0927 4.3969
85 H 1.1059 3.1996 -4.9002
86 H -2.9066 1.1854 4.6935
87 H 2.9029 -4.2940 5.4336

Atoms 1-2, force components in eV/Å:
0.1 -0.1 0.1
0.1 -0.2 0.0

Results of the Mulliken charge analysis, in e, for atoms 1 through 5:
1 Ba 2.572
2 S -0.275
3 O -0.605
4 O -0.989
5 N -0.059



No. 2
Computed, not measured: C34H34CrN9SSbSe4 as an isolated structure, with wB97M-V/def2-TZVPD.

Values from the calculation:
- DFT total energy: -13097.48798 Eh
- Spin multiplicity: 2
- HOMO (alpha / beta): -3.83 / -3.57 eV
- Frontier orbital gap (alpha / beta): 0.1832 / 0.1738 Eh
- Energy relative to the best compared isomer or geometry (same formula, charge and spin): 0.0 kcal per mole
- Total charge: -1
- LUMO (alpha / beta): 1.2 / 1.2 eV

Element x y z (Å)
1 Sb 0.0647 -0.5539 3.2954
2 Se 0.7792 -2.5734 4.3753
3 Se -1.2580 1.0678 4.4885
4 Se -0.8130 -0.9055 0.9074
5 Se 1.9885 0.5481 1.9874
6 Cr 0.8738 0.1506 0.0886
7 S 3.3893 -2.7858 -2.0731
8 N -2.8226 3.5053 -1.1508
9 N 5.0140 1.2970 -1.0160
10 N 1.2329 2.1511 -0.2064
11 N -0.9147 -2.9148 -1.1098
12 N -2.2235 -2.5949 -1.5592
13 N -4.4885 9.3999 -4.0265
14 N 0.4402 -0.0936 -1.9751
15 N -1.5537 1.9274 -0.2396
16 N 6.8778 -0.1876 -1.1138
17 C -4.4375 4.8975 -2.3148
18 C 3.8437 3.9240 -2.2283
19 C -2.8764 1.6216 -0.0289
20 C 2.8058 3.6844 -1.2321
21 C 5.8103 0.3506 -0.5367
22 C -1.5581 3.0547 -0.9008
23 C 2.2641 -1.5214 -1.6282
24 C -3.6716 2.5694 -0.5934
25 C 2.4097 4.6666 -0.3280
26 C -2.8398 -3.5223 -2.5248
27 C -2.2353 5.7523 -1.8495
28 C 6.4720 1.3284 -2.8818
29 C -2.1605 -3.2678 -3.8739
30 C 2.1245 2.4493 -1.1536
31 C 1.4864 -0.7526 -2.5544
32 C 5.3758 1.8568 -2.1817
33 C 1.4944 4.3606 0.6606
34 C -2.7172 -4.9983 -2.1220
35 C 4.7985 3.0862 -2.7035
36 C 7.1738 0.2906 -2.3182
37 C 2.6941 -2.5412 0.3998
38 C 3.4717 -3.2866 -0.4276
39 C 0.9666 3.0900 0.7252
40 C 1.9895 -1.5057 -0.2757
41 C 0.8276 -0.0375 -4.7494
42 C -4.3189 -3.1519 -2.6185
43 C -0.4407 0.4855 -2.7962
44 C 1.6981 -0.7290 -3.9380
45 C -0.2825 0.5671 -4.1650
46 C -2.5718 6.9480 -2.4461
47 C -4.2035 8.3849 -3.5670
48 C -3.1640 4.7123 -1.7779
49 C -4.7771 6.0970 -2.9039
50 C -3.8494 7.1376 -2.9791
51 H -5.1628 4.0975 -2.2760
52 H 3.8513 4.9297 -2.6362
53 H -1.0888 -3.4668 -3.8211
54 H 2.2518 1.7436 -1.9646
55 H -2.5766 -3.9079 -4.6537
56 H 5.5886 -0.0336 0.4530
57 H -2.3027 -2.2241 -4.1571
58 H 2.6163 -2.7347 1.4630
59 H -1.6855 -5.3456 -2.1811
60 H 6.7619 1.7589 -3.8313
61 H 1.2087 5.0875 1.4073
62 H -1.8528 7.7543 -2.4893
63 H -0.6837 3.5664 -1.2627
64 H -1.0152 1.1037 -4.7515
65 H 4.0819 -4.1391 -0.1765
66 H -3.1620 0.7416 0.5228
67 H -1.3269 0.8826 -2.3245
68 H -2.7952 -2.5251 -0.7230
69 H -0.2947 -2.9491 -1.9099
70 H -4.4262 -2.0709 -2.7156
71 H 2.5602 -1.2554 -4.3263
72 H -0.8750 -3.8182 -0.6394
73 H -5.7693 6.2400 -3.3086
74 H 0.9925 0.0187 -5.8172
75 H -3.0823 -5.1467 -1.1034
76 H 0.3063 2.7971 1.5315
77 H -1.2518 5.6362 -1.4165
78 H 5.3668 3.4633 -3.5468
79 H -4.7704 -3.6317 -3.4874
80 H -4.8561 -3.4760 -1.7250
81 H 8.0228 -0.1655 -2.8158
82 H -3.3140 -5.6134 -2.7969
83 H 2.8689 5.6467 -0.3782
84 H -4.7422 2.6620 -0.6037

Atoms 1-2, force components in eV/Å:
0.2 0.1 0.0
0.0 -0.1 0.0

Results of the Mulliken charge analysis, in e, for atoms 1 through 5:
1 Sb 0.490
2 Se -0.717
3 Se -0.723
4 Se -0.456
5 Se -0.841



No. 3
Computed, not measured: C34H34GaGeN5O6S2Si as an isolated structure, with wB97M-V/def2-TZVPD.

Values from the calculation:
- DFT total energy: -7128.57800 Eh
- Spin multiplicity: 2
- HOMO (alpha / beta): -10.63 / -11.15 eV
- Frontier orbital gap (alpha / beta): 0.2856 / 0.2185 Eh
- Energy relative to the best compared isomer or geometry (same formula, charge and spin): 0.0 kcal per mole
- Total charge: +1
- LUMO (alpha / beta): -2.9 / -5.2 eV

Element x y z (Å)
1 Ge -0.1348 -2.4756 0.3152
2 Ga -0.1136 0.2787 0.4533
3 S 0.2442 2.4035 -0.2326
4 S -2.4780 0.2697 -0.3578
5 Si 3.2897 4.4001 -0.5132
6 O 0.9688 0.4896 2.3208
7 O 3.3059 0.1425 6.5447
8 O -2.3701 -1.7545 8.0974
9 O -1.1193 -0.0615 2.1622
10 O 2.2958 -0.5094 8.3297
11 O -3.2715 -2.0146 6.1587
12 N 1.8888 0.4230 -0.3075
13 N -2.3606 -1.6925 6.8903
14 N 2.3426 -0.2868 7.1424
15 N -2.6715 -0.8195 -2.7718
16 N -2.0163 1.3715 -2.7379
17 C 1.7179 5.3661 -0.3976
18 C 4.2431 1.7698 -0.5127
19 C -4.4739 -4.0919 -0.4828
20 C 3.0663 2.5164 -0.4706
21 C 1.0786 -0.4178 6.3768
22 C -1.1666 -1.0911 6.2527
23 C -0.0783 0.1223 2.8906
24 C 1.7680 -2.5840 -3.4155
25 C 3.0355 -0.2627 -0.3456
26 C 2.1677 -3.7013 -0.8965
27 C 4.3791 4.8104 0.9307
28 C 4.2469 0.3800 -0.4574
29 C 0.1998 -4.0087 4.2001
30 C -2.3787 0.2793 -2.0809
31 C -0.2563 -3.6999 2.9253
32 C 4.1577 4.7725 -2.1103
33 C -1.2371 -0.7304 4.9246
34 C -2.1813 -3.8429 -1.1705
35 C -4.2051 -3.3805 0.6815
36 C 0.8890 -2.2921 -2.3823
37 C 2.8439 -3.4352 -3.1897
38 C -3.4653 -4.3248 -1.4083
39 C 1.7653 -2.4467 2.5147
40 C 2.2189 -2.7596 3.7887
41 C -1.9063 -3.1205 -0.0076
42 C -2.9293 -2.8917 0.9172
43 C -0.0264 -0.9403 7.0138
44 C 1.4319 -3.5349 4.6319
45 C 0.5211 -2.9112 2.0698
46 C 1.8897 1.7734 -0.3653
47 C -0.1034 -0.1944 4.3320
48 C 3.0427 -3.9954 -1.9355
49 C 1.0812 -2.8509 -1.1160
50 C 1.0698 -0.0378 5.0545
51 H -0.4048 -4.6259 4.8529
52 H 5.1954 2.2861 -0.5871
53 H -2.1474 -0.8790 4.3610
54 H -3.6724 -4.8958 -2.3048
55 H 1.1606 5.1374 0.5132
56 H 1.9953 6.4236 -0.3718
57 H 2.3825 -1.8282 1.8775
58 H 1.6201 -2.1491 -4.3959
59 H -3.0110 -1.6251 -2.2650
60 H 2.3304 -4.1385 0.0823
61 H -2.7363 -0.8238 -3.7773
62 H 5.0955 4.2170 -2.1950
63 H 1.7849 -3.7793 5.6264
64 H 3.8990 4.5365 1.8736
65 H -1.2148 -4.0818 2.5995
66 H 3.1826 -2.3957 4.1254
67 H -1.3936 -4.0437 -1.8876
68 H 4.5740 5.8864 0.9517
69 H 3.5337 4.5126 -2.9693
70 H 5.1652 -0.1880 -0.5028
71 H -1.7495 2.1843 -2.2049
72 H -2.7373 -2.3053 1.8087
73 H 2.9563 -1.3400 -0.3181
74 H 1.0570 5.2106 -1.2532
75 H 1.9627 0.3538 4.5895
76 H -2.0009 1.4260 -3.7435
77 H 0.0045 -1.2272 8.0541
78 H 4.3973 5.8374 -2.1771
79 H 0.0582 -1.6174 -2.5621
80 H -5.4706 -4.4730 -0.6646
81 H 3.8790 -4.6613 -1.7652
82 H 3.5291 -3.6633 -3.9959
83 H -4.9938 -3.2006 1.4005
84 H 5.3449 4.3011 0.8826

Atoms 1-2, force components in eV/Å:
0.0 0.0 0.2
-0.2 0.3 0.1

Results of the Mulliken charge analysis, in e, for atoms 1 through 5:
1 Ge -0.059
2 Ga 0.538
3 S -0.600
4 S -0.319
5 Si 0.165



Q: Which value of total charge does entry 2 give?
A: -1